Formula: C41H42N3O4P2RuS5Si2
Source: OMol25
Level of theory: ωB97M-V with the def2-TZVPD basis set

The geometry in XYZ format:
```
100
Properties=species:S:1:pos:R:3
H -1.57640 1.09586 -4.89309
H 5.09041 0.70123 0.38076
C -3.35359 1.22742 -3.69809
H 2.55081 3.76514 0.34138
C -2.81140 -2.55189 2.48551
C 2.62784 1.45648 2.84554
H 2.48996 -1.89099 -0.15870
H 2.17531 2.12927 -3.19165
C 3.78754 2.20259 2.65904
C -3.26739 -2.34469 -0.94754
H -3.96352 0.31908 -1.39479
H -3.08811 2.57095 -2.03166
Si 3.01212 1.63100 -0.85820
C 5.01683 -2.42009 2.70531
C -1.19480 -1.49788 -2.98376
C -0.35676 3.83578 -1.14204
H 3.65344 4.18832 5.40049
C 0.55237 -0.32152 2.21004
H -0.70272 -2.47261 -2.91821
H 0.93475 1.12997 4.08589
C 3.28612 -1.10562 1.66582
O -2.73483 1.30922 -0.06401
C -0.22038 -4.12901 0.82057
C -4.70427 0.45804 -6.05114
C 1.13181 -5.66091 2.08379
C 4.19380 -1.30119 2.70145
C 2.20887 2.68517 4.88213
S -0.05212 7.97063 -1.96307
H -2.76220 0.41877 -6.95399
C -2.67799 1.62112 -2.40248
H 5.44942 1.43746 -1.18493
H -3.17941 0.84069 0.65432
H 4.40320 2.04517 1.78550
C -2.56942 -0.19908 2.81331
H -1.96833 0.70236 2.74406
H 2.74454 4.07627 -1.38899
H -1.96291 -1.54364 -3.75743
C -2.06139 -1.39144 2.30410
H -2.43795 -3.49843 2.11721
H 5.58185 -4.22143 1.68226
O -6.63965 -0.05591 -7.17089
C 1.84228 1.71046 3.96720
H 5.06056 3.75365 3.40977
Si -1.90997 -1.07193 -1.30209
C -4.04248 -2.51770 3.12771
H -4.03859 -2.25009 -1.71789
H -2.89619 -3.37226 -0.98273
N -5.36836 0.06572 -7.20243
H -5.51554 -1.28501 4.09087
H 0.02274 -6.20336 0.32678
C 2.68087 1.30240 -2.69415
C -2.65259 0.98822 -4.88246
N -0.65750 -1.00041 -0.14711
H 1.57843 2.88001 5.74156
C 4.93965 -3.34866 1.67629
H 3.62899 1.11973 -3.20923
H -5.32285 1.31487 -2.82945
C 3.37074 3.41944 4.69108
C -2.90654 0.58807 -1.30606
P 2.03070 0.22161 1.62929
C 1.47596 -4.63219 2.95125
H 5.72157 -2.56714 3.51571
C -5.42185 0.72349 -4.86693
C 0.10653 -3.09726 1.69542
H 1.23937 -2.53902 3.41445
C -3.80565 -0.15522 3.44111
H -6.49712 0.62781 -4.88820
S -0.20294 2.12726 -1.48875
H 2.15787 -4.81966 3.77227
C 3.13079 3.49843 -0.54552
H 4.25250 -0.58128 3.50967
C 0.28249 -5.40837 1.01594
N 1.85029 0.88556 0.16900
H 3.95956 -3.88664 -0.15885
H -4.17955 0.78903 3.81865
S -0.28955 3.33891 1.58227
O -1.28614 1.84876 -2.68720
C -0.14620 6.41965 -1.39930
H 2.05519 0.41459 -2.81405
C 3.21289 -2.04360 0.63735
C 4.03330 -3.15919 0.64054
Ru -0.23992 1.17409 0.69504
C 0.96772 -3.35711 2.75807
H -0.45002 -0.76312 -3.29316
H -4.60717 -3.43411 3.25219
H -0.85296 -3.91924 -0.03520
C -3.30386 0.60865 -6.03952
O -4.69009 -0.16255 -8.25905
H 4.16395 3.81417 -0.37485
H -3.74281 -2.19157 0.02268
C -4.55125 -1.31685 3.59827
S -0.22833 5.02470 -2.41472
C 4.15925 3.17551 3.57663
C 4.72384 0.82818 -0.63598
C -4.74823 1.10005 -3.72629
S -0.17732 6.02257 0.28941
C -0.32128 4.28369 0.13912
P -0.45155 -1.37880 1.39573
H 1.53661 -6.65529 2.23167
H 4.71433 -0.16331 -1.09568
```

Calculated values
**Highest occupied orbital energy (alpha / beta)**: -0.39 / -2.61 eV
**DFT total energy**: -5400.4054 a.u.
**Orbital gap (alpha / beta)**: 4.107 / 6.331 eV
**Multiplicity**: 2
**Total charge**: -2